An isolated molecule of C6H7NO, computed with ωB97M-V/def2-TZVPD.

```
15
Properties=species:S:1:pos:R:3:forces:R:3:mulliken_charge:R:1
C 2.203 -1.242 -0.011 -1.7395 -2.4400 -0.7534 -1.12
C 1.351 -0.072 -0.061 -4.1789 0.7568 -0.0856 0.50
N 1.755 1.153 0.151 1.6364 -1.7084 -0.4051 -0.45
O 0.718 2.011 0.213 -1.7006 0.8639 0.2619 -0.24
C -0.389 1.275 0.124 -1.4676 -3.1061 -1.8532 0.00
C -0.211 -0.068 -0.071 4.8567 2.7173 0.0926 0.33
C -1.650 -0.486 -0.162 -0.7602 1.1416 -2.8279 -0.40
C -1.919 1.124 -0.081 1.5168 -1.4825 4.9961 -0.54
H 2.361 -1.828 -0.978 0.2530 1.2770 1.1706 0.26
H 3.012 -0.955 0.576 2.1023 -0.1261 0.4457 0.37
H 1.580 -1.945 0.597 0.7766 0.2114 -0.2798 0.26
H -2.098 -1.048 -1.146 1.3129 1.4120 2.5296 0.24
H -1.933 -0.929 0.755 -0.7908 -0.8604 0.6390 0.21
H -2.377 1.400 0.903 -0.2389 -0.2940 -0.8482 0.19
H -2.401 1.609 -0.809 -1.5782 1.6376 -3.0824 0.38
```
Forces are in eV/Å.

Values from the calculation:
- highest occupied orbital energy (eV) = -9.128
- energy relative to the best compared isomer or geometry (same formula, charge and spin) (kcal per mole) = 97.6
- maximum force (hartree/bohr) = 0.108
- total energy (Eh) = -362.658017
- gap between HOMO and LUMO (eV) = 10.083

---

An isolated molecule of C6H7NO, computed with ωB97M-V/def2-TZVPD.

```
15
Properties=species:S:1:pos:R:3:forces:R:3:mulliken_charge:R:1
C -2.120 -1.025 -0.146 -0.3064 0.0089 -1.1019 -0.99
C -0.933 -0.757 -0.701 0.8691 -3.3839 0.0035 0.49
C -0.347 -1.823 -1.694 -0.1946 0.2173 -0.5137 -0.96
C 0.024 0.150 -0.078 0.8940 -0.4482 3.0106 0.64
C 0.841 1.236 -0.522 -1.8530 0.0179 -1.9883 -0.43
C 1.365 1.737 0.602 0.5682 -0.1955 -0.1279 -0.36
O 1.072 0.970 1.626 -0.0333 -0.7005 1.2312 -0.15
N 0.245 -0.087 1.246 -0.2699 1.5985 -2.2892 -0.42
H -2.435 -0.467 0.682 -0.4511 0.9876 1.0178 0.34
H -2.904 -1.726 -0.511 1.1932 0.2226 0.0413 0.26
H 0.292 -2.765 -1.438 -1.0281 2.0477 0.7531 0.25
H -1.286 -2.248 -2.081 0.6706 0.0656 -0.7951 0.30
H 0.278 -1.264 -2.420 -0.6408 -0.5731 -0.1827 0.28
H 0.775 1.648 -1.544 0.4114 -0.1878 0.9271 0.31
H 2.006 2.565 0.812 0.1707 0.3230 0.0140 0.46
```
Forces are in eV/Å.

Values from the calculation:
- highest occupied orbital energy (eV) = -9.672
- energy relative to the best compared isomer or geometry (same formula, charge and spin) (kcal per mole) = 61.3
- maximum force (hartree/bohr) = 0.068
- total energy (Eh) = -362.715751
- gap between HOMO and LUMO (eV) = 10.638

---

An isolated molecule of C6H7NO, computed with ωB97M-V/def2-TZVPD.

```
15
Properties=species:S:1:pos:R:3:forces:R:3:mulliken_charge:R:1
C 1.144 -1.736 -0.187 0.2529 1.4547 -0.6245 -0.70
C 1.357 -0.156 -0.763 -2.9351 -2.1150 3.5764 -0.85
C 0.117 0.628 -0.302 0.8565 -1.9480 1.7129 0.85
N 0.314 1.575 0.525 0.1241 -0.0388 -0.1726 -0.56
C -0.893 1.847 1.203 -0.9276 -0.1076 -1.8824 0.46
O -0.946 2.558 2.153 -0.9352 -0.3942 0.0072 -0.46
C -2.034 0.960 0.356 2.0044 1.1138 2.9276 -0.78
C -1.373 0.061 -0.292 3.2599 0.8722 -2.7643 -0.37
H -0.104 -1.932 -0.120 3.9507 0.3801 0.6674 0.25
H 1.534 -2.543 -0.958 -0.5324 1.8047 1.7904 0.26
H 1.911 -1.576 0.792 -2.8987 -1.4753 -2.2749 0.24
H 2.231 0.261 -0.326 0.5459 0.4266 0.2979 0.40
H 1.361 -0.050 -1.750 0.4649 -0.2656 -4.4849 0.38
H -2.981 0.803 0.690 -2.8614 0.3296 0.6783 0.46
H -1.638 -0.700 -1.021 -0.3688 -0.0372 0.5457 0.42
```
Forces are in eV/Å.

Values from the calculation:
- highest occupied orbital energy (eV) = -10.001
- energy relative to the best compared isomer or geometry (same formula, charge and spin) (kcal per mole) = 77.7
- maximum force (hartree/bohr) = 0.099
- total energy (Eh) = -362.689590
- gap between HOMO and LUMO (eV) = 9.464

---

An isolated molecule of C6H7NO, computed with ωB97M-V/def2-TZVPD.

```
15
Properties=species:S:1:pos:R:3:forces:R:3:mulliken_charge:R:1
H 0.807 -3.136 -0.531 0.0320 0.2782 -0.0089 0.25
N 1.279 -2.749 0.290 0.1786 -0.7327 -0.0030 -0.72
C 0.947 -1.567 0.557 -0.3781 0.0544 0.0779 -0.14
C 0.019 -0.685 -0.202 1.7587 1.9033 -0.1174 0.21
C 0.880 0.634 -0.791 1.4864 -3.9903 -0.4626 -0.02
O 1.839 1.109 -0.245 -0.8322 0.2131 -0.0322 -0.46
C -0.906 0.139 0.644 -0.3160 2.1732 -0.9504 -0.68
C -0.900 1.567 -0.035 -2.0806 -1.3192 2.0525 -0.68
C -1.334 2.682 -0.177 -0.0264 -0.1282 -0.3445 0.11
H 1.374 -1.124 1.458 0.1280 0.1239 -0.0728 0.35
H -0.475 -1.186 -1.033 0.0610 0.0492 -0.0686 0.35
H 0.707 0.612 -1.877 -0.2068 1.1875 -0.1574 0.36
H -0.503 0.321 1.645 -0.1856 -0.2490 -0.0996 0.30
H -1.932 -0.234 0.657 0.1211 0.1943 0.2980 0.33
H -1.802 3.617 -0.363 0.2600 0.2423 -0.1109 0.43
```
Forces are in eV/Å.

Values from the calculation:
- highest occupied orbital energy (eV) = -9.383
- energy relative to the best compared isomer or geometry (same formula, charge and spin) (kcal per mole) = 93.4
- maximum force (hartree/bohr) = 0.083
- total energy (Eh) = -362.664574
- gap between HOMO and LUMO (eV) = 9.289

---

An isolated molecule of C6H7NO2, computed with ωB97M-V/def2-TZVPD.

```
16
Properties=species:S:1:pos:R:3:forces:R:3:mulliken_charge:R:1
C 0.369 -2.191 0.465 1.1809 0.5182 -1.1512 -0.95
N 0.016 -0.872 0.029 2.1263 2.8707 0.0456 -0.03
C -1.215 -0.298 0.036 1.8728 3.2883 1.0239 0.45
O -2.317 -0.779 0.048 0.1449 -0.5574 -0.0482 -0.62
C -0.886 1.312 0.085 0.0752 -2.1280 -3.4511 -0.70
C 0.556 1.585 0.477 0.0948 -0.0811 -2.8669 -0.48
C 1.225 0.338 0.045 -4.8196 -3.5644 1.1331 -0.33
C 2.479 0.086 -0.037 2.1011 -1.0639 -1.2822 0.77
O 3.600 -0.112 -0.315 -0.5699 0.1575 0.5797 -0.43
H -0.498 -2.789 0.745 0.1923 0.3115 0.5955 0.39
H 0.795 -2.635 -0.418 0.3158 -0.9484 -0.2623 0.35
H 1.227 -1.991 1.128 -0.7467 -1.0245 0.5881 0.25
H -0.920 1.521 -1.032 -0.2893 0.0954 1.1578 0.21
H -1.692 1.806 0.519 -1.0386 1.0032 1.0431 0.46
H 0.731 1.813 1.474 0.2033 0.5461 1.8489 0.38
H 1.060 2.278 -0.237 -0.8435 0.5768 1.0463 0.29
```
Forces are in eV/Å.

Values from the calculation:
- highest occupied orbital energy (eV) = -8.924
- energy relative to the best compared isomer or geometry (same formula, charge and spin) (kcal per mole) = 62.6
- maximum force (hartree/bohr) = 0.119
- total energy (Eh) = -437.968070
- gap between HOMO and LUMO (eV) = 8.559

---

An isolated molecule of C6H7NO2, computed with ωB97M-V/def2-TZVPD.

```
16
Properties=species:S:1:pos:R:3:forces:R:3:mulliken_charge:R:1
O -1.317 1.927 -0.006 -2.5823 0.5947 -0.2306 -0.54
C -1.156 0.660 -0.416 3.8724 -1.1396 -0.6613 0.02
C -1.007 -0.590 0.529 -1.0076 1.5190 -1.2982 -0.46
O -1.998 -1.464 0.091 -0.0821 -1.1859 1.1005 -0.57
C 0.440 -0.883 0.200 0.4532 0.3917 0.0235 1.09
C 1.562 -0.214 1.039 -1.0490 -0.1880 -1.9796 -0.77
C 1.708 0.790 0.201 -2.4528 -1.6802 -0.9459 -0.64
C 0.578 0.403 -0.924 -1.2248 -0.3458 2.4599 -0.40
N 0.629 -1.011 -1.184 -1.6526 0.4979 0.0489 -0.41
H -0.566 2.248 0.412 2.1442 0.8468 1.3610 0.34
H -1.837 0.520 -1.260 0.2929 -0.4725 0.1277 0.33
H -1.106 -0.439 1.584 -0.3893 0.3743 0.5483 0.41
H -1.788 -1.633 -0.819 0.0695 -0.3987 -0.8550 0.38
H 2.079 -0.509 1.910 0.2965 -0.4274 0.8387 0.43
H 2.335 1.591 0.202 1.6700 2.2252 -0.1962 0.52
H 1.443 -1.395 -1.559 1.6419 -0.6115 -0.3417 0.25
```
Forces are in eV/Å.

Values from the calculation:
- highest occupied orbital energy (eV) = -8.193
- energy relative to the best compared isomer or geometry (same formula, charge and spin) (kcal per mole) = 144.4
- maximum force (hartree/bohr) = 0.080
- total energy (Eh) = -437.837675
- gap between HOMO and LUMO (eV) = 8.996